No. 1
Below is a 6-piece molecular cluster, C18H51N3O9 overall at a distorted geometry, with properties calculated with the ωB97M-V functional and the def2-TZVPD basis.

```
81
Properties=species:S:1:pos:R:3:forces:R:3
C -0.2330 -26.1240 -25.3940 -0.70 1.61 0.64
O -1.4220 -26.4160 -24.6730 1.12 -0.61 0.45
C -2.5770 -25.8570 -25.1730 -1.12 -1.14 -0.66
C -3.6630 -26.2010 -24.1830 -0.58 -1.13 0.43
C -3.9620 -27.7240 -24.1480 -0.42 0.18 1.47
N -4.8430 -25.4010 -24.4230 -0.56 1.05 -0.36
H 0.4660 -26.9440 -25.2480 0.07 0.15 -0.11
H 0.1760 -25.1420 -24.9790 -0.13 -1.26 -0.76
H -0.5330 -26.0040 -26.4370 0.55 -0.05 -0.23
H -2.5620 -24.8060 -25.2730 0.49 1.66 0.05
H -2.8110 -26.2250 -26.1950 0.02 -0.16 0.33
H -3.2780 -25.9260 -23.2130 0.61 -0.12 0.56
H -4.5990 -28.0190 -23.2600 0.20 0.73 -0.94
H -3.0260 -28.2310 -23.8660 -0.12 -0.06 -0.88
H -4.4720 -28.0920 -25.0530 0.56 0.09 0.22
H -4.5850 -24.4110 -24.3300 -0.06 -0.40 -0.29
H -5.5320 -25.5120 -23.6870 -0.01 -0.46 -0.03
C 5.5470 -29.8320 -20.9300 1.64 2.24 -2.50
O 5.2580 -28.5680 -20.2890 -1.61 -0.57 -0.94
C 3.9800 -27.9710 -20.6530 1.10 -0.68 2.66
C 2.8330 -28.6270 -19.8660 0.81 -1.21 -0.15
C 2.5440 -30.1220 -20.2320 0.56 0.97 2.78
N 1.6090 -27.8760 -20.0100 -1.07 -1.48 0.09
H 5.0760 -30.1700 -21.8820 -1.15 0.53 1.11
H 5.7060 -30.5960 -20.2500 -0.23 -1.53 1.44
H 6.5130 -29.6410 -21.4080 0.53 -0.12 0.43
H 4.0660 -26.9380 -20.3380 0.06 0.34 0.29
H 3.8770 -27.9120 -21.6900 -0.48 -0.54 -1.75
H 3.0260 -28.5410 -18.7910 1.04 -0.48 -0.15
H 1.5940 -30.3600 -19.7450 0.26 -0.36 0.06
H 3.3410 -30.7890 -19.8600 -0.46 0.31 -0.14
H 2.3980 -30.2750 -21.2440 -0.08 -0.13 -2.20
H 1.8300 -26.9550 -19.7810 0.05 2.11 0.30
H 1.0140 -28.2380 -19.2490 -0.07 0.64 -0.50
C -1.0510 -25.3570 -21.0150 0.29 -1.79 -1.43
O -2.3820 -25.7120 -20.6840 -0.24 0.36 0.39
C -2.5750 -27.1230 -20.6790 -1.38 0.71 0.96
C -3.8790 -27.4830 -19.9660 -0.22 0.00 -0.78
C -4.3250 -28.9180 -20.1830 1.65 -1.95 -0.28
N -4.9350 -26.6880 -20.5070 -1.87 1.99 0.00
H -0.9130 -25.6210 -22.1140 0.28 0.60 1.17
H -0.3600 -25.9690 -20.4190 0.06 -0.09 -0.19
H -0.7630 -24.3390 -20.8120 -0.70 0.55 -0.02
H -2.6670 -27.5350 -21.6620 0.43 -0.19 -0.89
H -1.8180 -27.5670 -20.1010 1.48 -0.84 0.30
H -3.8180 -27.3360 -18.8770 0.40 0.14 -0.18
H -3.4590 -29.6170 -20.0780 -0.42 0.30 0.27
H -4.7680 -29.2380 -21.1450 0.27 1.03 0.14
H -5.0550 -29.1950 -19.4470 -0.38 -0.09 0.52
H -4.6750 -25.8960 -21.1140 0.23 -0.61 0.81
H -5.4880 -26.3180 -19.7270 0.07 0.03 -0.79
O -0.0180 -29.0270 -18.0400 0.36 0.73 -0.46
C 0.8090 -29.8290 -17.2340 -1.19 -0.34 0.14
C 0.6540 -29.5670 -15.7880 8.14 1.97 -0.90
O -0.4050 -30.0720 -15.4110 -11.91 -1.94 4.72
H -0.9480 -29.1380 -17.8760 -0.51 -0.44 0.30
H 0.6520 -30.8840 -17.4660 0.05 -0.07 0.19
H 1.7870 -29.5720 -17.3790 2.66 0.61 -1.41
H 0.7840 -28.5040 -15.4890 0.32 -0.32 -0.55
H 1.3920 -30.2130 -15.2390 1.21 1.06 -0.71
H -0.9360 -29.4450 -14.8430 0.66 -1.47 -0.92
O 1.3730 -28.1300 -22.5950 2.17 0.23 -0.53
C 0.0650 -28.4780 -22.8280 -0.58 -0.08 -1.82
C -0.2930 -29.8300 -22.1860 -0.79 0.67 -6.59
O -0.5370 -29.7800 -20.9420 -0.68 0.82 7.83
H 1.5110 -28.1270 -21.6370 -0.08 0.54 0.57
H -0.5730 -27.5990 -22.5620 -0.14 -1.17 0.12
H 0.0550 -28.5130 -23.9440 -0.74 -0.49 0.72
H 0.3700 -30.6460 -22.4390 0.81 -0.10 -0.65
H -1.2620 -30.0740 -22.5850 -0.52 -0.52 -1.25
H 0.0590 -29.1530 -20.5180 -0.08 -0.13 0.34
O 4.8430 -25.7610 -25.5070 1.64 -0.70 -0.12
C 3.5120 -25.7640 -25.1410 0.35 -1.16 -0.65
C 3.3660 -25.8110 -23.6410 10.28 -0.92 -3.26
O 2.2040 -25.6390 -23.3610 -11.40 2.11 3.63
H 5.0510 -24.9370 -25.8950 0.55 1.18 -0.54
H 2.9810 -24.9220 -25.5580 -0.38 0.45 0.08
H 3.1360 -26.6650 -25.6180 -0.82 -0.29 0.15
H 3.8930 -24.9540 -23.2910 1.53 0.67 0.52
H 3.8370 -26.7410 -23.2420 0.07 0.44 -0.23
H 1.8060 -26.4840 -23.3120 -1.71 -1.64 0.53
```
Forces are in eV/Å.

Values from the calculation:
SMILES: COC[C@H](C)N.COC[C@H](C)N.COC[C@H](C)N.OCCO.OCCO.OCCO
Gap between HOMO and LUMO: 9.13 eV
Net charge: 0
LUMO: 0.2 eV



No. 2
Below is a 6-piece molecular cluster, C18H51N3O9 overall at a distorted geometry, with properties calculated with the ωB97M-V functional and the def2-TZVPD basis.

```
81
Properties=species:S:1:pos:R:3:forces:R:3
C 2.8454 -9.9908 2.1651 -1.37 -0.51 1.33
O 2.2194 -9.0927 1.2553 1.70 -0.72 -1.39
C 3.0780 -8.9251 0.1050 0.57 1.72 0.43
C 2.4996 -7.9132 -0.8310 -1.56 -0.25 0.13
N 2.1477 -6.6109 -0.2374 2.30 -1.36 -0.87
C 1.4518 -5.7774 -1.1910 -0.98 0.19 1.91
C 1.3441 -4.3703 -0.5684 -0.30 1.36 -1.78
O 0.3498 -3.5214 -1.2221 -0.27 -0.15 0.73
C 0.5722 -3.2239 -2.5836 0.99 -1.31 0.26
H 3.7605 -10.5079 1.8795 0.01 0.39 -0.59
H 2.0994 -10.7547 2.3977 0.09 -0.27 -0.16
H 3.0069 -9.5246 3.1393 0.28 0.43 -0.16
H 3.3092 -9.7651 -0.5539 -0.43 -0.81 0.68
H 4.0404 -8.5184 0.4291 0.17 -0.20 0.38
H 1.5865 -8.4161 -1.1762 -0.38 0.14 -0.35
H 3.1405 -7.8988 -1.7139 0.20 0.68 0.09
H 1.7395 -6.8233 0.6614 -0.60 0.53 -0.14
H 0.4462 -6.1883 -1.3283 -0.32 0.27 -0.42
H 1.9646 -5.8047 -2.1511 0.17 0.18 0.13
H 2.2883 -3.8256 -0.6564 0.40 -0.28 -0.09
H 1.1049 -4.3108 0.4918 -0.32 -0.62 -0.08
H -0.2107 -2.5977 -3.0050 0.02 0.09 0.37
H 0.6264 -4.1615 -3.1440 -0.32 0.00 -0.32
H 1.5752 -2.8057 -2.7160 0.01 0.54 -0.08
C 0.0122 -1.4104 2.6127 0.92 0.63 -0.22
O -0.5165 -0.5941 3.6321 -1.15 -1.29 0.65
C -1.6293 -1.2955 4.2497 -0.41 0.16 0.15
C -1.9276 -0.7190 5.6466 -0.14 0.69 -1.39
N -1.7155 0.7446 5.5484 -1.71 -1.68 0.22
C -1.6952 1.2951 6.8907 3.02 -0.45 -0.07
C -1.6161 2.7815 6.9614 -0.11 -0.32 0.79
O -0.3004 3.1765 6.5179 -1.16 0.77 -1.08
C -0.3170 4.4896 5.9380 -0.11 -0.03 0.13
H 0.2734 -2.3847 3.0285 -0.08 -0.20 -0.28
H 0.9265 -0.9223 2.2706 0.10 -0.06 0.09
H -0.6137 -1.4687 1.7198 -0.39 -0.27 0.18
H -1.4680 -2.3722 4.3453 0.69 -0.05 0.02
H -2.5043 -1.2682 3.5962 -0.07 0.59 -0.13
H -1.3280 -1.2674 6.3798 0.47 0.40 0.24
H -2.9655 -0.8961 5.9334 -0.09 -0.15 -0.20
H -0.8553 0.7977 5.0213 0.29 0.88 0.48
H -0.6965 1.0016 7.2417 0.07 -0.11 0.81
H -2.3551 0.8460 7.6319 -0.68 0.06 -0.61
H -1.7269 3.0212 8.0222 0.10 0.39 0.10
H -2.5084 3.1724 6.4673 0.53 0.68 -0.65
H -0.5493 5.2127 6.7215 0.01 0.23 -0.08
H -1.0227 4.6145 5.1134 -0.50 -0.38 0.21
H 0.6187 4.7652 5.4515 0.43 -0.48 0.56
C -1.6465 9.1412 -7.8793 0.30 -0.74 -0.58
O -2.3777 8.7467 -6.7229 0.48 0.27 -0.47
C -1.9040 7.5834 -6.0361 -0.75 0.22 0.57
C -2.7652 6.3378 -6.3718 0.82 1.09 -1.08
N -2.2833 5.0608 -5.8218 -0.74 0.61 0.92
C -2.2125 5.1410 -4.3293 1.27 -0.89 -0.47
C -1.6465 3.8104 -3.7705 -1.65 0.54 0.46
O -1.3818 3.9421 -2.3567 0.43 -1.33 -0.69
C -0.8642 2.6562 -1.9076 -0.17 1.02 -0.71
H -1.4476 8.2880 -8.5339 -0.35 -0.20 -0.13
H -0.6425 9.5584 -7.7596 0.03 0.11 1.01
H -2.1765 9.8914 -8.4642 -0.48 -0.14 0.33
H -2.0800 7.8184 -4.9853 0.15 0.03 0.08
H -0.8251 7.4612 -6.1424 0.01 -0.30 -0.34
H -2.7899 6.2691 -7.4619 0.21 -0.26 -0.10
H -3.8058 6.5770 -6.1345 -0.05 0.04 0.55
H -3.1383 4.5258 -5.9318 0.35 -0.82 -0.43
H -3.2289 5.3064 -3.9698 0.21 0.31 0.64
H -1.4894 5.8964 -4.0237 -0.39 0.34 -0.01
H -0.8186 3.4050 -4.3536 0.39 0.43 0.12
H -2.4679 3.0966 -3.8894 0.03 -0.42 0.04
H -1.5031 1.8475 -2.2668 -0.23 -0.05 0.21
H -0.7701 2.6284 -0.8243 -0.10 0.22 -0.07
H 0.1080 2.5172 -2.3860 0.25 -0.09 0.18
O 1.3448 -0.1295 -0.5364 -0.01 0.07 0.11
H 1.6803 -0.9578 -0.8894 -0.06 -0.18 0.02
H 1.1519 0.4030 -1.3122 -0.01 0.11 -0.08
O 4.4180 -0.9786 1.8032 0.08 -0.11 0.09
H 3.6915 -1.2945 1.2622 -0.07 0.01 -0.05
H 4.1793 -0.0719 2.0188 -0.05 0.20 -0.09
O 2.7677 1.9011 1.0896 0.10 0.00 0.15
H 2.2560 2.4095 1.7234 0.00 0.08 0.10
H 2.1620 1.2211 0.7758 -0.07 -0.21 -0.24
```
Forces are in eV/Å.

Values from the calculation:
SMILES: COCCNCCOC.COCCNCCOC.COCCNCCOC.O.O.O
Gap between HOMO and LUMO: 8.76 eV
Net charge: 0
LUMO: 0.3 eV



> Look up the LUMO of the second one.

0.3 eV